# 1
11
Properties=species:S:1:pos:R:3 method="wB97M-V/def2-TZVPD" e_lumo_ev=0.48 e_above_lowest_kcal_mol=49.7 charge=0 smiles="O=C=C(C=O)CO"
C 1.170 -1.182 -0.117
C 0.514 0.104 -0.260
C 0.891 1.328 0.005
C -1.005 0.196 -0.327
O 1.275 2.393 0.016
O 2.278 -1.393 0.258
O -1.516 0.553 0.901
H 0.428 -1.999 -0.279
H -1.496 0.975 -1.078
H -1.368 -0.824 -0.706
H -1.171 -0.150 1.586

=====

# 2
11
Properties=species:S:1:pos:R:3 method="wB97M-V/def2-TZVPD" e_lumo_ev=-0.96 e_above_lowest_kcal_mol=124.7 charge=0
O 0.350 -2.364 -0.707
C -0.556 -2.186 0.069
C 0.282 0.657 0.241
C 0.540 1.819 1.048
O 1.671 1.950 1.478
C 0.176 0.601 -1.136
O -1.056 0.756 -1.216
H -1.381 -1.480 -0.147
H -0.301 2.498 1.282
H -0.611 -2.709 1.043
H 0.885 0.458 -1.955

=====

# 3
11
Properties=species:S:1:pos:R:3 method="wB97M-V/def2-TZVPD" e_lumo_ev=0.50 e_above_lowest_kcal_mol=62.6 charge=0 smiles="O=C1C=CC1(O)O"
C -0.910 1.212 -0.018
C 0.402 1.122 0.005
C -1.151 -0.287 -0.093
C 0.528 -0.329 -0.115
O -2.152 -1.005 -0.112
O 0.873 -0.930 -1.247
O 1.007 -0.885 1.069
H -1.615 1.928 0.050
H 1.164 1.799 -0.059
H 1.637 -1.514 -1.096
H 0.218 -1.110 1.616

=====

# 4
11
Properties=species:S:1:pos:R:3 method="wB97M-V/def2-TZVPD" e_lumo_ev=-1.08 e_above_lowest_kcal_mol=88.3 charge=0 smiles="O=CC1(C=O)CO1"
O 1.954 0.899 0.674
C 1.453 -0.054 0.117
C -0.039 -0.073 -0.155
C -0.644 1.014 0.644
O -1.003 1.302 -0.624
C -0.682 -1.221 -0.822
O -0.100 -2.250 -1.089
H 2.060 -0.950 -0.084
H -1.378 0.878 1.426
H 0.314 1.503 0.917
H -1.735 -1.037 -1.083

=====

# 5
11
Properties=species:S:1:pos:R:3 method="wB97M-V/def2-TZVPD" e_lumo_ev=0.38 e_above_lowest_kcal_mol=76.1 charge=0 smiles=Oc1ccoc1O
C -0.303 0.693 -0.002
C 1.084 0.812 -0.043
C 1.677 -0.477 0.109
C -0.543 -0.665 -0.040
H -1.816 1.239 -0.388
H 1.622 1.833 -0.499
H 2.674 -1.009 -0.124
H -2.099 -1.427 0.906
O -1.107 1.719 0.150
O 0.609 -1.330 0.085
O -1.798 -1.387 -0.154

=====

# 6
11
Properties=species:S:1:pos:R:3 method="wB97M-V/def2-TZVPD" e_lumo_ev=0.73 e_above_lowest_kcal_mol=84.1 charge=0
O 1.187 1.401 -2.684
C 0.752 0.596 -2.014
O 1.506 1.272 0.310
C 1.193 0.131 0.569
C -0.190 -0.338 0.640
C -1.542 -0.439 0.101
O -0.780 -1.588 0.537
H -0.016 0.087 1.716
H 1.859 -0.603 1.062
H -1.855 -0.472 -0.945
H -2.312 -0.108 0.799

=====

# 7
11
Properties=species:S:1:pos:R:3 method="wB97M-V/def2-TZVPD" e_lumo_ev=0.25 e_above_lowest_kcal_mol=138.4 charge=0
O -1.004 1.166 0.737
C -0.303 1.063 -0.490
C -0.775 -0.102 0.186
C -0.539 -1.390 0.785
O -1.674 -1.089 -0.090
C 1.812 0.330 -0.787
O 1.077 1.365 -0.452
H -0.782 1.506 -1.360
H 0.166 -2.127 0.408
H -0.812 -1.485 1.833
H 2.834 0.761 -0.770

=====

# 8
12
Properties=species:S:1:pos:R:3 method="wB97M-V/def2-TZVPD" e_lumo_ev=-0.28 e_above_lowest_kcal_mol=72.4 charge=0 smiles="O=C[C@]1(S)COC1=O"
C -0.164 0.201 -0.162
C 0.965 0.550 0.941
C -1.039 -0.028 1.056
C 0.068 -1.182 -0.987
H -0.687 0.500 -2.217
H 2.016 0.206 0.646
H 0.961 1.818 1.147
H 0.894 -1.910 -0.349
O -0.003 -0.040 1.956
O -2.149 -0.197 1.375
O -0.533 -1.430 -2.020
S -0.328 1.512 -1.386